# 1
Below is a single C21H19ClN2O3S molecule, with properties calculated with wB97M-V/def2-TZVPD.

Charge: 0
HOMO in eV: -8.093
SMILES: CN1C(=O)/C(=C/c2cccc(Cl)c2)Sc2ccc(C(=O)N3CCOCC3)cc21
LUMO energy in Eh: -0.005
HOMO-LUMO gap in Eh: 0.2920

Structure (XYZ):
```
47
Properties=species:S:1:pos:R:3:forces:R:3
C -1.0002 -0.7165 -3.2217 -0.118 -0.152 -0.329
N -0.0754 -0.9572 -2.1288 -0.102 -0.125 -0.129
C 0.9161 -1.8730 -2.3758 0.021 -0.272 -0.523
O 1.0025 -2.4110 -3.4657 0.040 0.055 -0.004
C 1.8885 -2.2231 -1.3145 0.672 -0.159 0.358
C 3.0203 -2.8464 -1.7028 -0.703 0.452 -0.242
C 4.1274 -3.3284 -0.9081 0.431 -0.149 0.351
C 5.3887 -3.4120 -1.5106 -0.156 0.039 0.049
C 6.4876 -3.8391 -0.7943 0.033 -0.004 0.011
C 6.3605 -4.2117 0.5348 -0.121 0.006 0.054
C 5.1084 -4.1574 1.1252 0.127 0.026 -0.165
Cl 4.9231 -4.6487 2.7733 -0.021 -0.058 0.192
C 3.9972 -3.7261 0.4238 0.026 0.005 -0.113
S 1.4953 -1.9090 0.3661 -0.204 0.044 -0.010
C 0.4402 -0.5109 0.2165 0.175 -0.133 -0.117
C 0.2638 0.2592 1.3595 0.017 -0.101 -0.178
C -0.5581 1.3658 1.3458 -0.139 0.057 -0.182
C -1.1986 1.7197 0.1628 0.334 -0.185 -0.012
C -2.0209 2.9620 0.0369 -0.022 -0.042 0.118
O -1.8051 3.7768 -0.8422 0.050 0.078 -0.275
N -3.0051 3.1456 0.9483 -0.072 0.164 0.051
C -3.4811 2.1614 1.8977 -0.300 -0.243 0.287
C -4.9995 2.2876 2.0181 0.125 -0.302 -0.081
O -5.3942 3.5457 2.5231 -0.101 0.035 0.074
C -4.5118 4.5997 2.1801 0.164 0.177 -0.085
C -3.8033 4.3587 0.8554 -0.088 0.263 0.007
C -0.9996 0.9651 -0.9844 -0.007 0.012 0.033
C -0.1994 -0.1779 -0.9809 -0.011 0.320 0.621
H -0.8821 -1.5316 -3.9340 -0.072 0.179 0.099
H -0.7763 0.2232 -3.7295 -0.051 0.009 0.000
H -2.0223 -0.7026 -2.8450 0.020 0.069 0.016
H 3.1299 -2.9636 -2.7746 -0.111 -0.046 -0.012
H 5.4978 -3.1225 -2.5450 -0.005 0.015 -0.110
H 7.4556 -3.8886 -1.2697 0.075 0.000 -0.038
H 7.2139 -4.5498 1.1006 0.054 -0.036 0.075
H 3.0332 -3.7383 0.9044 0.005 -0.082 0.091
H 0.7858 -0.0296 2.2587 0.084 0.024 0.126
H -0.6717 1.9653 2.2347 -0.048 0.065 0.123
H -3.2175 1.1577 1.5585 -0.067 0.091 0.098
H -3.0319 2.3255 2.8857 -0.034 -0.119 -0.055
H -5.3897 1.5404 2.7138 0.080 0.001 -0.119
H -5.4563 2.1175 1.0314 0.056 -0.026 0.111
H -3.7645 4.7309 2.9769 -0.078 0.031 -0.088
H -5.1212 5.5049 2.1264 0.147 -0.037 -0.018
H -4.5374 4.2695 0.0449 0.078 0.075 0.036
H -3.1365 5.1893 0.6129 -0.153 -0.034 0.019
H -1.4765 1.3035 -1.8885 -0.030 0.012 -0.116
```
Positions in Å, forces in eV/Å.

Here are the Löwdin charges for atoms 1 to 2, given in e: C -0.0178; N -0.0266

# 2
Below is a single C6H10N2 molecule, with properties calculated with wB97M-V/def2-TZVPD.

Charge: 0
HOMO in eV: -7.560
SMILES: C#C/C(C)=N/N(C)C
LUMO energy in Eh: 0.032
HOMO-LUMO gap in Eh: 0.3100

Structure (XYZ):
```
18
Properties=species:S:1:pos:R:3:forces:R:3
C -2.1633 2.9253 -0.3329 0.451 -0.649 0.345
C -1.4072 2.0301 -0.0531 -0.842 0.734 -0.011
C -0.4183 1.0499 0.1976 0.216 -0.759 0.996
C 0.9368 1.5905 0.5898 0.333 -0.454 -0.584
N -0.8222 -0.1815 0.3099 -0.612 0.873 -1.276
N 0.0449 -1.1851 0.1930 2.522 0.867 -0.692
C -0.5444 -2.4896 0.4030 0.386 -0.158 -0.284
C 1.1809 -1.0304 -0.8828 -1.807 -0.980 1.469
H -2.8747 3.6837 -0.4844 -0.288 0.373 -0.187
H 0.8079 2.5061 1.1627 -0.107 0.039 -0.077
H 1.5479 1.8151 -0.2860 0.163 0.108 0.058
H 1.4716 0.8675 1.2091 -0.070 -0.025 -0.064
H 0.2005 -3.1247 0.8808 -0.074 -0.168 0.001
H -1.3992 -2.3902 1.0677 0.075 0.087 -0.072
H -0.8640 -2.9594 -0.5340 -0.069 -0.005 -0.012
H 0.7569 -0.5772 -1.7870 -0.045 0.075 0.264
H 2.0582 -0.4815 -0.5451 -0.280 0.078 0.194
H 1.4879 -2.0486 -1.1083 0.048 -0.038 -0.068
```
Positions in Å, forces in eV/Å.

Here are the Löwdin charges for atoms 1 to 2, given in e: C 0.1234; C -0.1107

# 3
Below is 2 unconnected molecules or ions with the total composition CH2OS3, with properties calculated with wB97M-V/def2-TZVPD.

Charge: 0
HOMO (alpha / beta) in eV: -9.713 / -9.419
LUMO energy (alpha / beta) in Eh: -0.075 / -0.053
HOMO-LUMO gap (alpha / beta) in Eh: 0.2816 / 0.2927

Structure (XYZ):
```
7
Properties=species:S:1:pos:R:3:forces:R:3
C -0.7038 0.1848 -0.3591 0.978 1.413 0.051
O 0.9466 -0.6620 1.5280 -0.501 0.540 0.670
S 2.3796 -0.9898 -0.8134 -0.745 0.513 -0.652
S 0.1909 1.8132 -0.3310 -0.323 -2.434 0.448
S 0.9013 -0.2598 0.1526 -0.154 0.195 0.004
H -2.5046 0.0317 1.0874 0.782 -0.008 -0.545
H -1.2100 -0.1181 -1.2645 -0.038 -0.218 0.023
```
Positions in Å, forces in eV/Å.

Here are the Löwdin charges for atoms 1 to 2, given in e: C -0.6688; O -0.4511

# 4
Below is a molecular structure, C5H10NO, with properties calculated with wB97M-V/def2-TZVPD.

Charge: -1
HOMO in eV: -1.798
LUMO energy in Eh: 0.162
HOMO-LUMO gap in Eh: 0.2276

Structure (XYZ):
```
17
Properties=species:S:1:pos:R:3:forces:R:3
C 1.9684 -0.8295 -0.6307 -3.367 0.387 3.093
C 1.1184 0.2463 -0.6578 4.370 -1.358 -2.625
C -0.3668 2.0898 0.2130 -1.482 1.305 -1.450
C -1.4029 -1.6096 0.2550 -2.357 1.860 0.819
C 0.0902 0.7043 0.0785 -3.001 -0.924 3.697
N -1.3340 -0.4445 -0.6671 -0.281 1.892 -1.141
O -2.4177 0.3208 -0.6849 0.741 -1.263 0.609
H 2.6188 -0.9157 -1.3807 2.516 -0.462 -2.900
H 1.9019 -1.6774 0.0509 -0.002 0.310 0.242
H 1.4069 0.7936 -1.5596 -0.487 0.688 0.083
H -0.0768 2.6365 1.1575 -0.322 -0.720 -0.882
H -1.5424 2.0073 0.1128 1.611 0.208 0.295
H -0.0312 2.7030 -0.6777 -0.275 -0.379 0.910
H -1.1778 -2.4495 -0.3532 -0.511 -1.112 -0.475
H -0.6230 -1.5946 0.9956 0.247 0.113 0.628
H -2.4799 -1.5358 0.7364 2.060 -0.664 -0.766
H -0.0774 0.2037 1.0409 0.540 0.120 -0.138
```
Positions in Å, forces in eV/Å.

Here are the Löwdin charges for atoms 1 to 2, given in e: C -0.0440; C -0.2620

# 5
Below is 2 unconnected molecules or ions with the total composition C4H16N2O, with properties calculated with wB97M-V/def2-TZVPD.

Charge: +2
HOMO in eV: -19.249
LUMO energy in Eh: -0.260
HOMO-LUMO gap in Eh: 0.4471

Structure (XYZ):
```
23
Properties=species:S:1:pos:R:3:forces:R:3
C -0.2435 -0.1541 2.6291 -0.914 0.777 -0.050
C -0.0954 -0.3038 1.1569 1.700 -2.760 -0.496
C 1.0068 0.5499 0.5158 -1.072 -0.015 -0.427
C 0.7009 1.2734 -0.8008 -0.262 -0.161 0.086
N 0.2136 0.3503 -1.8916 0.205 -2.242 -0.053
N 0.6831 -1.9569 1.0731 -1.481 -0.041 2.406
H -1.1687 -0.5983 2.9904 0.256 -0.378 0.179
H -0.3523 0.9135 2.8516 0.117 -0.012 -0.045
H 0.6461 -0.4886 3.1474 0.106 -0.063 0.326
H -0.9769 -0.6485 0.6246 -0.246 0.895 -0.207
H 1.2658 1.2915 1.2635 0.318 0.246 -0.110
H 1.8591 -0.0932 0.3466 0.421 0.105 0.073
H 1.6324 1.7245 -1.1284 -0.158 0.229 -0.196
H -0.0899 2.0075 -0.7206 0.104 0.349 0.210
H 0.7607 0.3358 -2.7581 -0.133 0.799 -0.054
H -0.8024 0.3878 -2.1270 0.047 1.310 -0.301
H 0.2920 -0.6409 -1.6318 0.305 0.189 0.358
H 1.5157 -1.8677 1.6630 0.714 0.010 -1.064
H 0.1814 -2.5705 1.7384 -0.662 0.434 -0.203
H 0.7286 -2.6014 0.2825 0.712 0.609 -0.454
H -2.7246 0.2840 -3.1975 -0.013 -0.059 0.248
H -2.7203 1.7610 -3.2692 0.331 0.350 0.333
O -2.3119 1.0449 -2.7583 -0.396 -0.571 -0.559
```
Positions in Å, forces in eV/Å.

Here are the Löwdin charges for atoms 1 to 2, given in e: C -0.0365; C -0.1458

# 6
Below is a single C5H7N molecule, with properties calculated with wB97M-V/def2-TZVPD.

Charge: 0
HOMO in eV: -9.800
SMILES: C[C@H]1C[C@H]1C#N
LUMO energy in Eh: 0.034
HOMO-LUMO gap in Eh: 0.3943

Structure (XYZ):
```
13
Properties=species:S:1:pos:R:3:forces:R:3
C 1.4890 0.6573 0.0484 0.349 -1.044 0.183
C 0.5711 -0.5248 -0.2351 -3.816 -1.203 0.412
C -0.5951 -0.9707 0.7980 2.087 0.068 0.024
C -1.1045 -0.3776 -0.4392 1.495 0.517 -0.738
C -1.5261 0.9758 -0.5225 -0.195 0.685 0.332
N -1.8417 2.0758 -0.6256 -0.028 0.151 -0.006
H 1.6743 1.1804 -0.9013 0.337 -0.199 0.334
H 2.4368 0.1396 0.4623 -1.259 1.335 -0.634
H 1.0949 1.4153 0.7438 0.106 -0.558 -0.064
H 0.9840 -1.2448 -0.9492 -0.309 0.010 0.566
H -0.5385 -0.3538 1.6853 -0.272 0.120 0.014
H -0.9060 -1.9975 1.0389 0.591 0.367 -0.438
H -1.7383 -0.9749 -1.1036 0.913 -0.249 0.015
```
Positions in Å, forces in eV/Å.

Here are the Löwdin charges for atoms 1 to 2, given in e: C -0.0958; C -0.1894

# 7
Below is a molecular structure, C47H39F9N4O4P2PtSe2, with properties calculated with wB97M-V/def2-TZVPD.

Charge: 0
HOMO (alpha / beta) in eV: -7.423 / -8.315
<S²>: 2.009
2S+1: 3
LUMO energy (alpha / beta) in Eh: -0.014 / -0.047
HOMO-LUMO gap (alpha / beta) in Eh: 0.2586 / 0.2584

Structure (XYZ):
```
108
Properties=species:S:1:pos:R:3:forces:R:3
Pt -1.0479 -0.2598 0.1967 0.162 -0.144 0.599
Se -0.5618 -0.8638 3.0528 -0.134 -0.050 -0.437
P -1.0021 -2.7665 2.1293 0.232 -0.531 0.399
Se -2.1755 -2.5988 0.3015 0.175 0.163 0.291
C -1.7829 -3.8960 3.3348 0.038 0.294 -0.336
C -2.9482 -4.5778 3.0260 0.047 0.106 -0.164
C -3.4595 -5.5000 3.9216 -0.082 -0.122 0.089
C -2.8060 -5.7407 5.1181 -0.073 -0.011 -0.008
C -1.6507 -5.0414 5.4326 0.112 0.024 0.100
C -1.1354 -4.1174 4.5437 -0.001 0.019 -0.020
C 0.5520 -3.7028 1.8021 -0.384 0.308 -0.043
C 0.4773 -4.8601 1.0370 -0.093 -0.021 0.072
C 1.6119 -5.6202 0.8201 0.004 -0.033 0.022
C 2.8245 -5.2278 1.3649 0.040 0.022 0.100
C 2.9025 -4.0663 2.1172 0.048 -0.165 0.015
C 1.7641 -3.3132 2.3485 -0.029 0.112 0.037
H -3.4409 -4.3877 2.0806 -0.051 -0.011 0.014
H -4.3673 -6.0324 3.6823 -0.083 -0.071 -0.021
H -3.1959 -6.4729 5.8096 -0.052 -0.041 0.063
H -1.1487 -5.2200 6.3718 0.042 -0.025 0.079
H -0.2330 -3.5650 4.7733 0.043 -0.021 0.077
H -0.4786 -5.1720 0.6401 -0.047 -0.022 -0.159
H 1.5593 -6.5152 0.2209 -0.051 -0.147 -0.047
H 3.7043 -5.8372 1.2205 0.097 0.001 -0.107
H 3.8500 -3.7517 2.5297 0.073 0.004 0.075
H 1.8056 -2.4349 2.9786 -0.003 0.091 -0.043
C -1.4963 5.0283 1.9150 -0.105 -0.215 0.242
C -0.7774 3.8817 2.6055 0.018 0.264 -0.041
N -1.0236 2.6991 1.8088 0.234 -0.063 -0.046
C -2.2883 2.3974 1.3877 0.014 -0.465 -0.076
N -2.5334 1.1720 1.0222 0.718 -0.204 -0.420
C -3.8669 0.7954 0.6018 -0.434 -0.010 -0.233
C -4.6077 1.9752 -0.0067 0.084 -0.001 0.222
C -4.5834 3.1074 0.9994 -0.445 -0.245 -0.192
N -3.2128 3.3877 1.3657 0.022 0.124 0.018
C -2.9760 4.6972 1.9299 0.177 0.330 0.162
H -1.1488 5.0826 0.8844 0.070 0.122 -0.078
H -1.3152 5.9786 2.4110 0.012 0.055 0.048
H -1.1515 3.7583 3.6304 0.063 0.074 0.012
H 0.2982 4.0546 2.6543 -0.188 -0.049 0.018
H -0.4767 1.8743 2.0204 -0.128 0.014 -0.020
H -4.4011 0.4082 1.4801 -0.052 -0.071 -0.141
H -3.7969 -0.0160 -0.1310 0.007 0.153 0.217
H -5.6309 1.7037 -0.2582 -0.078 -0.002 0.001
H -4.0761 2.2858 -0.9061 -0.145 -0.051 -0.003
H -5.1705 2.8472 1.8937 0.035 0.084 -0.090
H -5.0196 4.0128 0.5632 0.125 -0.057 0.119
H -3.3565 4.7341 2.9596 -0.021 0.097 -0.023
H -3.5408 5.4240 1.3398 0.016 -0.065 0.039
O -2.3721 1.4385 -1.8943 -0.180 0.359 -0.244
C -2.2539 0.3693 -2.4959 -0.157 0.433 -0.280
O -1.7462 -0.6778 -2.0048 0.311 -0.405 0.492
C -2.5936 0.3050 -3.9683 0.055 -0.022 0.008
C -2.8099 1.4906 -4.6663 0.032 -0.208 0.131
C -2.9037 1.4733 -6.0430 -0.001 -0.120 -0.423
C -2.7882 0.2583 -6.7118 -0.019 0.017 1.324
C -2.6437 -0.9401 -6.0194 -0.052 0.082 -0.371
C -2.5506 -0.9115 -4.6427 -0.004 0.245 0.061
N -2.8047 0.2451 -8.1538 -0.023 -0.088 -0.507
O -2.9736 1.3006 -8.7259 -0.051 0.227 -0.212
O -2.6385 -0.8215 -8.7083 0.003 -0.174 -0.183
H -2.8760 2.4171 -4.1147 0.048 0.026 0.041
H -3.0422 2.3779 -6.6174 0.011 -0.008 0.028
H -2.5869 -1.8676 -6.5695 0.008 0.014 -0.013
H -2.4177 -1.8173 -4.0723 0.083 -0.070 0.009
F 1.4880 4.1109 -5.7699 -0.233 -0.168 -0.027
C 2.5300 3.9512 -4.9476 0.101 0.239 -0.180
F 3.5651 3.5516 -5.7054 0.117 -0.192 0.067
F 2.8482 5.1834 -4.4997 0.071 0.046 0.172
C 2.2464 3.0205 -3.8019 -0.166 -0.016 -0.050
C 0.9972 2.4393 -3.6538 0.289 0.177 -0.120
C 0.7352 1.7025 -2.5137 -0.001 -0.128 0.234
C 1.7025 1.5188 -1.5362 -0.409 0.102 0.055
C 2.9778 2.0441 -1.7329 -0.061 -0.002 -0.011
C 3.2429 2.8065 -2.8549 -0.007 -0.060 -0.025
P 1.1933 0.5637 -0.0522 0.177 -0.161 -0.465
C 2.1915 -0.9424 -0.3524 -0.205 -0.107 0.133
C 1.5449 -1.9866 -1.0097 -0.096 0.201 0.028
C 2.2478 -3.1047 -1.4191 0.409 -0.038 -0.083
C 3.6153 -3.1688 -1.1733 -0.054 -0.032 -0.039
C 4.2575 -2.1631 -0.4593 -0.054 -0.062 -0.158
C 3.5472 -1.0500 -0.0523 -0.056 -0.012 -0.022
C 4.4510 -4.2838 -1.7426 0.108 -0.186 -0.173
F 5.1737 -3.8612 -2.8004 -0.043 0.152 0.021
F 3.7252 -5.3231 -2.1725 -0.321 -0.051 -0.006
F 5.3390 -4.7832 -0.8653 0.067 0.139 0.299
C 2.0714 1.3920 1.3064 -0.289 0.066 0.203
C 2.1873 2.7812 1.3319 -0.012 -0.169 -0.068
C 2.6671 3.4214 2.4580 0.106 -0.061 0.197
C 2.9858 2.6784 3.5887 0.106 -0.042 -0.094
C 2.8652 1.2966 3.5808 0.086 0.224 0.156
C 2.4268 0.6573 2.4388 -0.048 0.030 -0.268
C 3.4183 3.3958 4.8339 -0.003 0.304 0.319
F 4.0634 2.6166 5.7082 0.072 -0.328 -0.059
F 4.2300 4.4329 4.5703 0.048 0.068 -0.213
F 2.3605 3.9073 5.4981 -0.194 0.016 -0.077
H 0.2331 2.5695 -4.4044 -0.069 0.072 -0.036
H -0.2414 1.2865 -2.3549 -0.105 0.054 0.025
H 3.7571 1.8726 -1.0079 0.141 0.026 0.133
H 4.2212 3.2391 -3.0004 0.097 0.057 0.010
H 0.4798 -1.9056 -1.2190 0.129 -0.125 -0.057
H 1.7438 -3.9084 -1.9372 0.023 0.006 -0.025
H 5.3112 -2.2478 -0.2341 0.065 -0.001 -0.028
H 4.0572 -0.2741 0.5002 0.021 0.094 -0.003
H 1.8751 3.3614 0.4764 0.021 0.079 -0.099
H 2.7648 4.4967 2.4729 0.043 0.093 -0.002
H 3.0964 0.7338 4.4720 0.076 -0.084 0.035
H 2.3426 -0.4172 2.4198 -0.043 -0.075 0.056
```
Positions in Å, forces in eV/Å.

Here are the Löwdin charges for atoms 1 to 2, given in e: Pt 0.6637; Se 0.3549

# 8
Below is a single C12H17NOS molecule, with properties calculated with wB97M-V/def2-TZVPD.

Charge: 0
HOMO in eV: -8.213
SMILES: C=[S@](=O)(c1ccc(C)cc1)N(C)/C=C/C
LUMO energy in Eh: 0.027
HOMO-LUMO gap in Eh: 0.3288

Structure (XYZ):
```
32
Properties=species:S:1:pos:R:3:forces:R:3
C -2.2597 -1.1939 -2.4973 0.559 0.397 1.338
S -1.7382 -0.0624 -1.4080 0.338 -0.704 -0.440
O -2.1169 1.2770 -1.7600 -0.210 0.719 0.225
C 0.0519 -0.1476 -1.2714 -0.460 -0.240 0.008
C 0.7241 -1.3571 -1.2638 -0.009 -0.112 -0.028
C 2.0923 -1.3723 -1.0630 -0.074 0.063 0.014
C 2.7993 -0.1903 -0.8638 -0.067 0.056 0.015
C 4.2824 -0.2238 -0.6603 0.012 -0.016 -0.062
C 2.1054 1.0140 -0.8770 0.032 -0.185 -0.006
C 0.7369 1.0370 -1.0747 -0.299 0.136 -0.043
N -2.1355 -0.2063 0.2968 -0.335 -0.262 -1.311
C -1.9868 -1.5267 0.8411 0.098 -0.250 -0.006
C -1.8256 0.8961 1.0718 0.131 0.477 0.007
C -1.4272 0.9050 2.3389 0.014 -0.076 0.103
C -1.1686 2.1640 3.1008 -0.034 -0.095 -0.026
H -3.2848 -1.0335 -2.7802 -0.307 0.229 0.014
H -2.0210 -2.2053 -2.2204 0.291 -0.354 -0.144
H 0.1873 -2.2783 -1.4250 -0.036 -0.145 -0.038
H 2.6212 -2.3145 -1.0583 0.040 -0.101 -0.003
H 4.7834 -0.4064 -1.6110 0.100 0.000 -0.022
H 4.6427 0.7206 -0.2610 0.074 0.035 0.033
H 4.5603 -1.0254 0.0211 0.070 -0.023 0.048
H 2.6395 1.9410 -0.7287 0.045 0.091 0.015
H 0.1863 1.9640 -1.0926 -0.012 0.154 0.004
H -2.3087 -2.2384 0.0812 -0.015 -0.098 0.109
H -0.9514 -1.7503 1.1288 -0.001 0.005 0.057
H -2.6293 -1.6359 1.7155 0.001 0.008 -0.012
H -1.9662 1.8148 0.5214 0.016 0.214 0.087
H -1.2929 -0.0130 2.8924 -0.001 -0.228 -0.042
H -0.1465 2.1739 3.4809 0.039 0.078 0.047
H -1.3152 3.0352 2.4678 0.002 0.134 -0.008
H -1.8386 2.2387 3.9579 -0.002 0.094 0.065
```
Positions in Å, forces in eV/Å.

Here are the Löwdin charges for atoms 1 to 2, given in e: C -0.2234; S 0.8056

Taking the records one at a time from the top gives F_max values of 0.0169; 0.0536; 0.0485; 0.1026; 0.0638; 0.0782; 0.0258; 0.0292 hartree/bohr.
Taking the records one at a time from the top gives ΔE to the lowest compared entry with this formula, charge and spin values of 0.00; 377.27; 504.40; 386.03; 122.20; 174.99; 53.92; 459.51 kJ/mol.
Taking the records one at a time from the top gives calculated total energy values of -2005.26661; -343.99302; -1308.85681; -326.33828; -346.10673; -249.40659; -8838.18053; -995.51424 Ha.